Record 1
Molecular formula: C29H60NO23P
Method: DFT, wB97M-V/def2-TZVPD

Last column: Löwdin charge in e.
Geometry (Å):
C (1.9877, -5.0511, -1.9867)  -0.07
C (3.2149, -4.0083, -1.9541)  -0.32
O (2.6811, -2.7214, -2.3387)  -0.48
P (3.0585, -1.4757, -1.2237)  0.95
C (1.5551, -0.4137, -0.8261)  -0.40
C (0.9170, 0.3322, -2.0729)  -0.26
C (0.5799, -0.5991, -3.3113)  -0.18
C (-0.5260, -1.7421, -2.9850)  -0.16
N (-1.2894, -1.4015, -1.7565)  0.02
C (-1.6714, -2.5614, -0.9978)  -0.46
C (-3.1874, -2.6393, -0.4911)  0.00
O (-0.9227, -3.4897, -0.6756)  0.02
H (1.0371, -4.4392, -2.0494)  0.04
H (1.9434, -5.6850, -1.0537)  0.08
H (2.0337, -5.7059, -2.9075)  0.07
H (3.9361, -4.3607, -2.7651)  0.11
H (3.7756, -4.0171, -0.9763)  0.09
H (3.3531, -2.1451, 0.0247)  -0.03
H (0.7894, -1.0503, -0.2687)  0.07
H (1.8808, 0.3749, -0.0657)  0.09
H (1.6106, 1.1694, -2.4212)  0.11
H (-0.0261, 0.8662, -1.7208)  0.11
H (0.0939, 0.0767, -4.1038)  0.07
H (1.5178, -1.0047, -3.7876)  0.10
H (0.0258, -2.7337, -2.9106)  0.10
H (-1.2384, -1.8028, -3.8724)  0.12
H (-2.0789, -0.7790, -1.9392)  0.12
H (-3.2063, -2.1616, 0.5322)  0.07
H (-3.5221, -3.7118, -0.4877)  0.09
H (-3.7828, -1.9770, -1.1868)  0.07
C (6.5224, -0.5433, -0.7523)  -0.06
O (6.1581, 0.4768, 0.1791)  0.00
C (7.1855, 0.9832, 0.8692)  -0.61
O (8.3398, 0.6546, 0.7658)  0.11
O (6.7064, 1.9225, 1.6973)  0.00
C (7.7006, 2.5529, 2.5019)  -0.05
H (5.6098, -0.8761, -1.2501)  0.00
H (7.2066, -0.1502, -1.5070)  0.09
H (6.9675, -1.3961, -0.2352)  0.10
H (8.4323, 3.0683, 1.8772)  0.09
H (8.1918, 1.8241, 3.1490)  0.10
H (7.2000, 3.2903, 3.1286)  0.09
C (-3.5364, -2.3458, 3.8500)  -0.05
O (-4.8110, -2.3685, 4.4916)  -0.02
C (-5.7909, -1.7789, 3.7919)  -0.62
O (-5.6738, -1.2574, 2.7130)  0.12
O (-6.9203, -1.8718, 4.5051)  0.00
C (-8.0577, -1.2797, 3.8783)  -0.04
H (-2.8235, -2.8473, 4.5036)  0.10
H (-3.5723, -2.8845, 2.9017)  0.09
H (-3.2000, -1.3184, 3.6976)  0.09
H (-8.2746, -1.7748, 2.9302)  0.10
H (-7.9014, -0.2102, 3.7281)  0.10
H (-8.9114, -1.4135, 4.5416)  0.09
C (0.6266, -3.5140, -7.1994)  -0.04
O (0.2730, -2.6374, -8.2692)  0.01
C (-0.5040, -1.6120, -7.9021)  -0.60
O (-0.9031, -1.3931, -6.7836)  0.11
O (-0.7574, -0.8744, -8.9929)  0.01
C (-1.5821, 0.2603, -8.7472)  -0.04
H (1.2538, -4.3031, -7.6125)  0.09
H (1.1973, -2.9810, -6.4367)  0.10
H (-0.2643, -3.9710, -6.7651)  0.10
H (-1.1010, 0.9418, -8.0458)  0.07
H (-2.5601, -0.0495, -8.3746)  0.10
H (-1.7243, 0.7829, -9.6923)  0.10
C (-6.5258, -1.2538, 8.7697)  -0.04
O (-7.6564, -1.2616, 9.6386)  0.00
C (-8.8294, -1.1199, 9.0092)  -0.61
O (-8.9865, -0.9938, 7.8215)  0.12
O (-9.7999, -1.1431, 9.9326)  0.00
C (-11.1153, -1.0013, 9.4002)  -0.05
H (-5.6329, -1.3752, 9.3822)  0.10
H (-6.5760, -2.0858, 8.0648)  0.10
H (-6.4541, -0.3022, 8.2399)  0.10
H (-11.3469, -1.8233, 8.7208)  0.10
H (-11.2246, -0.0406, 8.8941)  0.10
H (-11.8150, -1.0344, 10.2346)  0.09
C (-0.0701, 2.0250, -5.4718)  -0.05
O (0.0236, 3.2812, -6.1431)  0.01
C (0.4370, 4.2889, -5.3632)  -0.61
O (0.7195, 4.2096, -4.1963)  0.13
O (0.4808, 5.4002, -6.1101)  0.00
C (0.9086, 6.5623, -5.4020)  -0.05
H (-0.4122, 1.2849, -6.1931)  0.06
H (0.9064, 1.7155, -5.0969)  0.09
H (-0.7976, 2.0758, -4.6593)  0.10
H (1.9238, 6.4312, -5.0237)  0.10
H (0.2204, 6.7919, -4.5867)  0.10
H (0.9055, 7.3964, -6.1029)  0.09
C (-3.4486, 0.0923, 6.2982)  -0.04
O (-3.8054, 1.1253, 7.2145)  0.00
C (-2.7708, 1.6457, 7.8884)  -0.61
O (-1.6185, 1.3175, 7.7784)  0.13
O (-3.2444, 2.5951, 8.7060)  0.00
C (-2.2441, 3.2403, 9.4922)  -0.05
H (-4.3600, -0.2531, 5.8123)  0.08
H (-2.7725, 0.4748, 5.5313)  0.10
H (-2.9985, -0.7516, 6.8245)  0.11
H (-1.5197, 3.7480, 8.8532)  0.10
H (-1.7451, 2.5226, 10.1456)  0.10
H (-2.7409, 3.9857, 10.1123)  0.09
C (10.1608, 2.3003, -1.9920)  -0.04
O (10.0779, 3.2300, -3.0721)  0.00
C (9.0631, 2.9993, -3.9143)  -0.61
O (8.2590, 2.1079, -3.8262)  0.12
O (9.0988, 3.9349, -4.8731)  0.00
C (8.0653, 3.8101, -5.8479)  -0.05
H (11.0144, 2.5812, -1.3761)  0.10
H (9.2613, 2.3437, -1.3760)  0.09
H (10.3229, 1.2883, -2.3665)  0.10
H (7.0830, 3.9129, -5.3836)  0.10
H (8.1448, 2.8572, -6.3741)  0.10
H (8.1929, 4.6159, -6.5700)  0.09

Calculated values
* M: 821.8 g/mol
* E_LUMO: 0.51 eV
* highest occupied orbital energy: -7.8 eV
* Kohn-Sham gap: 8.27 eV
* structure (SMILES): CCOPCCCCNC(C)=O.COC(=O)OC.COC(=O)OC.COC(=O)OC.COC(=O)OC.COC(=O)OC.COC(=O)OC.COC(=O)OC

Record 2
Molecular formula: C29H60NO9
Method: DFT, wB97M-V/def2-TZVPD

Last column: Löwdin charge in e.
Geometry (Å):
C (-0.9823, -0.8067, 1.0463)  0.01
C (0.4155, -1.5133, 1.4191)  -0.37
O (0.9007, -1.2172, 2.5358)  0.03
O (1.0892, -2.3898, 0.5108)  -0.07
C (1.7395, -3.4684, 1.2343)  -0.18
C (3.2936, -3.1259, 1.4575)  -0.15
C (4.2938, -4.2120, 0.7935)  -0.18
C (4.9745, -3.6863, -0.5673)  -0.19
C (4.4428, -4.4207, -1.8883)  -0.18
C (5.5572, -4.1359, -3.0285)  -0.17
N (5.0618, -4.4006, -4.4251)  0.15
H (-0.9545, -0.5521, -0.0747)  0.09
H (-1.8761, -1.4932, 1.2398)  0.10
H (-1.0958, 0.1546, 1.6699)  0.06
H (1.7081, -4.4681, 0.6654)  0.12
H (1.2099, -3.6853, 2.2307)  0.14
H (3.4599, -3.1315, 2.5944)  0.12
H (3.5594, -2.0562, 1.1303)  0.12
H (3.8190, -5.2466, 0.6928)  0.11
H (5.1600, -4.3124, 1.5459)  0.10
H (4.8301, -2.5639, -0.7373)  0.13
H (6.1084, -3.8802, -0.5145)  0.08
H (4.3141, -5.5425, -1.7644)  0.12
H (3.4434, -3.9637, -2.2295)  0.12
H (6.4072, -4.8750, -2.8189)  0.15
H (5.9713, -3.0681, -2.9510)  0.16
H (4.6356, -5.3432, -4.5476)  0.18
H (4.3604, -3.7218, -4.7694)  0.18
H (5.8686, -4.3804, -5.0838)  0.18
C (-3.6978, 3.3667, 2.5797)  -0.02
C (-2.7809, 2.2171, 2.8904)  -0.47
O (-1.9631, 1.8192, 2.0769)  0.01
C (-2.9106, 1.5750, 4.2455)  -0.01
H (-3.4926, 3.7301, 1.5702)  0.08
H (-4.7377, 3.0368, 2.6287)  0.10
H (-3.5256, 4.1810, 3.2866)  0.06
H (-3.9155, 1.1660, 4.3679)  0.09
H (-2.7041, 2.3102, 5.0259)  0.09
H (-2.1880, 0.7605, 4.3312)  0.07
C (8.7392, -4.0939, 2.4489)  -0.02
C (8.4318, -4.6763, 1.0962)  -0.49
O (8.0967, -3.9670, 0.1629)  0.02
C (8.5541, -6.1685, 0.9403)  -0.02
H (8.6098, -3.0105, 2.4143)  0.09
H (8.0554, -4.5046, 3.1946)  0.09
H (9.7730, -4.3144, 2.7222)  0.09
H (7.8621, -6.6711, 1.6193)  0.09
H (9.5796, -6.4809, 1.1469)  0.09
H (8.3032, -6.4474, -0.0851)  0.08
C (-4.6259, -0.6179, -2.5572)  -0.04
C (-5.0562, 0.0941, -1.3034)  -0.49
O (-6.0872, -0.2013, -0.7280)  0.06
C (-4.1585, 1.1877, -0.7893)  -0.01
H (-5.3656, -1.3803, -2.8124)  0.08
H (-4.5565, 0.0923, -3.3819)  0.07
H (-3.6641, -1.1043, -2.3960)  0.07
H (-4.0686, 1.9775, -1.5381)  0.09
H (-3.1746, 0.7791, -0.5505)  0.07
H (-4.5904, 1.6135, 0.1187)  0.07
C (-0.6971, -0.0663, -5.2702)  -0.02
C (-1.1304, 0.6435, -4.0148)  -0.48
O (-2.1614, 0.3439, -3.4441)  0.05
C (-0.2378, 1.7385, -3.4939)  -0.02
H (-1.4349, -0.8287, -5.5277)  0.09
H (-0.6276, 0.6460, -6.0948)  0.09
H (0.2674, -0.5526, -5.1081)  0.08
H (-0.1478, 2.5310, -4.2397)  0.09
H (0.7471, 1.3326, -3.2530)  0.08
H (-0.6742, 2.1600, -2.5862)  0.08
C (-6.9849, 2.1841, -4.8191)  -0.03
C (-6.6113, 1.5361, -6.1258)  -0.51
O (-5.5173, 1.7108, -6.6277)  0.05
C (-7.6450, 0.6634, -6.7867)  -0.03
H (-6.1454, 2.7824, -4.4592)  0.08
H (-7.8462, 2.8399, -4.9614)  0.09
H (-7.2122, 1.4167, -4.0756)  0.08
H (-8.5358, 1.2514, -7.0169)  0.09
H (-7.9020, -0.1706, -6.1303)  0.09
H (-7.2391, 0.2639, -7.7180)  0.08
C (-4.1294, 7.5557, 2.5080)  -0.02
C (-4.1727, 7.0721, 3.9331)  -0.49
O (-4.3248, 5.8936, 4.1964)  0.04
C (-4.0205, 8.1028, 5.0194)  -0.02
H (-4.2516, 6.7058, 1.8335)  0.08
H (-4.9420, 8.2631, 2.3306)  0.09
H (-3.1660, 8.0281, 2.3049)  0.09
H (-4.8284, 8.8345, 4.9533)  0.09
H (-3.0524, 8.5995, 4.9276)  0.09
H (-4.0714, 7.6122, 5.9932)  0.08
C (2.6906, 2.0787, 5.5295)  -0.03
C (1.8866, 2.5911, 4.3632)  -0.50
O (2.0123, 3.7331, 3.9630)  0.06
C (0.9228, 1.6348, 3.7134)  -0.02
H (3.3418, 2.8741, 5.8974)  0.08
H (2.0216, 1.7726, 6.3364)  0.08
H (3.3102, 1.2371, 5.2127)  0.08
H (0.1755, 1.3092, 4.4400)  0.08
H (1.4631, 0.7750, 3.3166)  0.06
H (0.4136, 2.1385, 2.8897)  0.08

Calculated values
* M: 566.8 g/mol
* E_LUMO: -3.65 eV
* highest occupied orbital energy: -10.4 eV
* net charge: +1
* Kohn-Sham gap: 6.73 eV